The following is a DFT calculation (the ωB97M-V functional and the def2-TZVPD basis) of C13H14AlBeCl3F2KN2O11 as an isolated structure.

Last column: Löwdin charge in e.
Geometry (Å):
K (-3.961, 5.880, -0.057)  0.964
Cl (0.110, -2.463, -1.835)  0.586
Cl (0.372, -3.873, 0.710)  0.517
Cl (2.723, -2.837, -0.612)  0.539
Al (1.489, 2.342, -1.343)  0.880
F (-1.441, 0.637, 1.656)  -0.445
F (1.853, -0.297, -1.920)  -0.639
O (4.314, -8.500, 1.801)  -0.092
O (5.173, -5.773, 0.358)  0.111
O (-3.381, -4.441, -2.607)  0.142
O (-2.421, -3.071, -4.052)  0.124
O (0.906, 1.555, 0.354)  -0.173
O (-1.304, 3.630, 4.057)  0.109
O (1.115, -0.283, 2.045)  0.169
O (4.584, -5.410, 2.370)  0.093
O (3.174, -6.208, 0.977)  0.105
O (-0.128, -0.321, -6.162)  -0.104
O (-2.524, -5.101, -4.541)  0.150
N (4.321, -5.792, 1.236)  -0.616
N (-0.870, 0.271, -0.813)  0.164
C (-1.259, 3.795, 0.087)  -0.257
C (-0.452, 2.914, 3.616)  -0.326
C (1.000, -2.580, -0.332)  -1.538
C (-2.802, -4.224, -3.671)  -0.932
C (0.477, 1.828, 1.744)  -0.099
C (-0.021, 0.734, -0.193)  -0.441
C (-1.829, 5.124, -0.493)  -0.232
C (0.837, 0.713, 2.617)  -0.345
C (-0.590, 4.114, 1.418)  -0.126
C (-0.139, 2.902, 2.155)  -0.088
C (-0.803, -0.761, -5.139)  -0.317
C (0.882, 0.935, 4.070)  0.055
C (0.269, 1.994, 4.534)  0.032
Be (-2.964, 1.199, -1.416)  0.276
H (-2.044, 3.052, 0.153)  0.030
H (0.253, 2.208, 5.586)  0.120
H (-1.526, -0.054, -4.671)  0.070
H (3.441, -8.876, 2.010)  -0.020
H (-1.348, 4.567, 2.051)  0.104
H (-1.450, -1.682, -5.329)  0.110
H (-2.825, 4.969, -0.963)  -0.055
H (1.421, 0.255, 4.695)  0.128
H (0.196, 4.860, 1.322)  0.138
H (-0.492, 3.489, -0.602)  -0.024
H (-0.208, -1.155, -4.276)  0.067
H (-1.094, 5.548, -1.162)  0.097
H (-1.893, 5.830, 0.383)  0.035
H (0.860, -1.644, 0.186)  -0.046

LUMO energy in eV: -2.73
E_HOMO in eV: -4.13
Charge: -1
Max |F| in eV/A: 6.49